# 1
C9H62NO23 | the ωB97M-V functional and the def2-TZVPD basis

Structure (XYZ):
```
95
C9H62NO23, DFT the ωB97M-V functional and the def2-TZVPD basis
C 21.28 -16.50 -9.88
C 21.46 -17.69 -8.85
C 21.23 -19.03 -9.63
C 22.37 -19.48 -10.51
C 23.69 -19.41 -9.87
C 23.97 -18.02 -9.19
N 22.83 -17.71 -8.24
O 23.18 -16.52 -7.40
C 24.38 -16.90 -10.26
C 25.27 -18.23 -8.36
C 20.31 -17.72 -7.77
H 21.95 -16.74 -10.71
H 21.57 -15.51 -9.53
H 20.27 -16.44 -10.28
H 20.38 -18.97 -10.30
H 21.02 -19.71 -8.80
H 22.42 -18.80 -11.37
H 22.15 -20.47 -10.90
H 24.43 -19.67 -10.62
H 23.76 -20.22 -9.15
H 24.20 -15.84 -10.05
H 23.92 -17.20 -11.21
H 25.42 -17.00 -10.58
H 25.04 -18.77 -7.45
H 25.74 -17.30 -8.05
H 26.03 -18.81 -8.89
H 20.52 -18.53 -7.08
H 19.26 -17.82 -8.06
H 20.37 -16.79 -7.22
O 24.00 -13.45 -10.10
H 23.21 -13.24 -9.61
H 24.63 -13.74 -9.44
O 19.21 -20.53 -5.63
H 19.18 -20.32 -4.70
H 18.86 -19.76 -6.07
O 24.80 -21.41 -6.64
H 24.06 -20.81 -6.65
H 24.56 -22.10 -7.26
O 26.04 -22.46 -11.43
H 26.36 -22.57 -12.33
H 26.47 -21.66 -11.13
O 27.65 -15.50 -9.54
H 27.70 -16.45 -9.39
H 26.81 -15.24 -9.15
O 28.58 -18.23 -8.91
H 28.57 -18.37 -7.97
H 28.05 -18.95 -9.27
O 22.38 -13.55 -7.77
H 22.47 -14.50 -7.82
H 22.86 -13.30 -6.99
O 26.14 -18.00 -13.11
H 25.59 -18.69 -12.71
H 25.99 -18.09 -14.05
O 17.51 -20.31 -8.70
H 17.33 -19.77 -7.93
H 17.77 -19.68 -9.37
O 19.77 -13.96 -7.31
H 19.98 -14.40 -6.49
H 20.62 -13.81 -7.73
O 27.28 -18.05 -5.78
H 26.36 -17.96 -5.52
H 27.77 -17.66 -5.06
O 24.80 -13.84 -12.73
H 25.32 -14.61 -12.93
H 24.58 -13.94 -11.80
O 25.01 -20.42 -4.28
H 24.97 -19.53 -4.63
H 24.93 -20.98 -5.05
O 19.51 -14.88 -12.65
H 19.51 -14.73 -11.70
H 19.94 -15.72 -12.76
O 22.77 -19.68 -6.18
H 22.66 -19.17 -6.98
H 22.35 -19.17 -5.50
O 21.26 -15.63 -5.01
H 21.35 -16.02 -5.88
H 20.72 -16.25 -4.52
O 19.27 -13.57 -10.21
H 19.45 -13.79 -9.30
H 19.35 -12.61 -10.24
O 16.60 -16.69 -9.76
H 15.72 -16.30 -9.80
H 17.03 -16.22 -9.05
O 24.77 -17.45 -4.87
H 24.34 -17.19 -5.69
H 24.15 -17.20 -4.19
O 25.80 -14.36 -8.11
H 25.77 -13.45 -7.82
H 25.14 -14.80 -7.57
O 28.86 -17.92 -11.75
H 28.92 -18.13 -10.82
H 27.93 -17.80 -11.91
O 27.62 -20.67 -6.36
H 27.48 -19.73 -6.26
H 26.74 -21.04 -6.43
```

HOMO energy: -5.16 eV
frontier orbital gap: 6.791 eV
net charge: -1

=====

# 2
C9H13NO | the ωB97M-V functional and the def2-TZVPD basis

Structure (XYZ):
```
24
C9H13NO, DFT the ωB97M-V functional and the def2-TZVPD basis
C 2.71 0.08 -0.44
C 1.61 0.46 0.52
C 1.33 -0.16 1.75
C 0.21 0.26 2.53
C -0.47 1.40 2.17
C -0.12 2.05 1.01
C 0.90 1.63 0.20
H 2.31 -0.08 -1.46
H 3.09 -0.92 -0.23
H 3.52 0.79 -0.53
H 1.99 -0.95 2.08
H 0.10 -0.41 3.38
H -1.26 1.86 2.75
H -0.72 2.87 0.60
H 1.21 2.17 -0.69
C -1.39 -2.17 -1.79
C -2.20 -1.20 -0.95
N -2.25 0.03 -1.63
O -2.83 -1.45 0.04
H -0.32 -2.14 -1.61
H -1.61 -1.98 -2.84
H -1.71 -3.21 -1.58
H -2.63 0.77 -1.06
H -1.48 0.30 -2.23
```

HOMO energy: -9.17 eV
SMILES: Cc1ccccc1.CC(N)=O
frontier orbital gap: 9.902 eV
net charge: 0

=====

The highest frontier orbital gap belongs to which entry?
C9H13NO

=====

Which formula does entry 2 have?
C9H13NO